10
Properties=species:S:1:pos:R:3:forces:R:3 method="wB97M-V/def2-TZVPD" homo_energy_ev=-10.68 orbital_gap_ev=9.663 total_charge=0 max_force_ha_per_bohr=0.0594
C -1.367176 0.396362 -0.174198 2.62 0.43 0.54
C -0.073499 0.598897 -0.496734 -2.17 0.13 -2.14
N 0.921357 0.817234 0.561645 0.63 -0.65 1.29
O 0.550588 0.647470 1.719225 -0.06 0.21 -0.90
O 2.051402 1.128087 0.257240 -0.40 0.01 -0.49
Cl 0.343600 -2.552534 0.654625 -0.11 -0.18 0.38
Cl 0.468783 0.675968 -2.189123 -0.09 0.19 1.56
H -2.297144 0.474052 -0.680974 -0.03 -0.27 -1.11
H 0.814196 -2.362705 -0.506770 0.15 0.02 -0.40
H -1.412104 0.177172 0.855060 -0.56 0.09 1.29